# 1
C5H15N2O2 | wB97M-V/def2-TZVPD

net charge	+1
frontier orbital gap	9.215	eV
LUMO	-2.841	eV
ΔE to the lowest compared entry with this formula, charge and spin	36.1	kcal per mole

Positions of all 24 atoms, in Å:
C: 2.2715 -0.5638 -0.0697
O: 2.5722 -1.7827 0.5597
C: 0.7452 -0.3737 0.1456
C: 0.1448 0.6373 -0.8248
C: -1.3453 0.6002 -0.9327
C: -1.9865 0.8991 -2.0790
N: -2.0211 0.1595 0.2268
N: 0.0807 -1.7458 -0.0623
H: 2.5668 -0.6723 -1.0914
H: 2.8469 0.2645 0.3956
H: 3.4477 -1.7511 1.0117
H: 0.5935 -0.0623 1.1973
H: 0.6219 0.5418 -1.7898
H: 0.4079 1.6324 -0.4997
H: -1.4368 1.1501 -3.0042
H: -3.0659 0.9151 -2.1529
H: -1.7363 0.5516 1.1015
H: -3.0566 0.1905 0.1600
H: -0.9540 -1.6014 0.1462
H: 0.4920 -2.4334 0.6088
H: 0.2333 -2.0740 -1.0633
H: -0.6818 1.4476 3.3403
H: -0.2970 2.5025 2.2871
O: -0.4431 1.5682 2.3892

# 2
C5H5N | wB97M-V/def2-TZVPD

SMILES	C#C[C@H](C)C#N
frontier orbital gap	10.862	eV
LUMO	0.538	eV
ΔE to the lowest compared entry with this formula, charge and spin	67.2	kcal per mole

Positions of all 11 atoms, in Å:
C: -1.3489 -0.6116 -0.4728
C: -0.2897 -0.0558 0.4924
C: 1.0916 -0.5641 0.3049
C: 2.2393 -0.2797 0.0714
C: 0.0305 1.3902 0.2764
N: 0.5658 2.3958 0.0683
H: -1.6048 -1.6487 -0.2295
H: -2.2613 -0.0144 -0.4007
H: -0.9834 -0.5795 -1.5017
H: -0.6215 -0.2051 1.5275
H: 3.1825 0.1730 -0.1362

# 3
C5H10N3 | wB97M-V/def2-TZVPD

SMILES	C=[N+]1CCN=C1NC
net charge	+1
frontier orbital gap	7.940	eV
LUMO	-5.313	eV
ΔE to the lowest compared entry with this formula, charge and spin	70.8	kcal per mole

Positions of all 18 atoms, in Å:
C: -0.1157 -0.2387 0.2400
C: 1.3747 1.7137 -0.1606
C: -1.3977 -0.1349 -1.6485
C: -0.1336 0.7879 -1.8774
C: -0.0167 -1.6171 2.2083
N: -1.0725 -0.7979 -0.4075
N: 0.4797 0.9146 -0.6333
N: 0.5138 -0.5414 1.3660
H: 1.4967 2.6691 -0.6267
H: 1.9125 1.5395 0.8038
H: -2.3991 0.3554 -1.3792
H: -1.6779 -0.9353 -2.4432
H: 0.6158 0.1845 -2.4189
H: -0.3277 1.8156 -2.2267
H: 0.6903 -2.4767 2.3201
H: -0.1880 -1.3147 3.3319
H: -0.9532 -2.0698 1.7450
H: 1.1986 0.1463 1.8071

# 4
C16H41CdN2O3P2S5 | wB97M-V/def2-TZVPD

net charge	-2
2S+1	2
frontier orbital gap (spin up / spin down)	3.932 / 4.838	eV
LUMO (spin up / spin down)	4.410 / 4.398	eV
ΔE to the lowest compared entry with this formula, charge and spin	43.2	kcal per mole

Positions of all 70 atoms, in Å:
Cd: -0.0058 0.4695 -0.1316
C: 2.1315 1.4058 4.6608
C: 1.1895 1.3351 3.4798
S: 1.9236 0.4868 2.1289
C: -0.0451 1.8710 3.5239
C: -0.5530 2.6019 4.7459
S: -1.2399 1.8216 2.2460
H: 3.0254 0.8408 4.4042
H: 1.6845 0.9735 5.5613
H: 2.4240 2.4358 4.8853
H: 0.2539 3.0238 5.3442
H: -1.1397 1.9347 5.3858
H: -1.2097 3.4077 4.4230
C: -0.5770 3.4162 -6.0910
C: 0.0842 3.5456 -4.7222
O: 0.6878 2.3422 -4.3493
P: 0.2586 1.5045 -2.9254
S: 1.4772 -0.0236 -3.3517
S: -1.7508 1.6780 -3.0557
O: 0.9083 2.6651 -1.8833
C: 2.2412 3.0666 -2.0854
C: 2.8867 3.3453 -0.7383
H: -0.9462 4.3875 -6.4227
H: -1.4088 2.7191 -6.0217
H: 0.1445 3.0358 -6.8131
H: -0.6734 3.8437 -3.9854
H: 0.8589 4.3283 -4.7595
H: 2.2574 3.9762 -2.7089
H: 2.7912 2.2781 -2.6216
H: 2.2999 4.0882 -0.2019
H: 3.9020 3.7138 -0.8850
H: 2.9062 2.4364 -0.1381
N: -1.3331 -1.4351 -1.8615
C: -2.4760 -2.2925 -1.7035
C: -3.7650 -1.4742 -1.6316
C: -3.9415 -0.6931 -0.3313
N: -2.9302 0.3263 -0.1974
H: -1.4333 -0.8242 -2.6693
H: -0.4696 -1.9596 -1.9634
H: -2.3389 -2.8628 -0.7798
H: -2.5963 -3.0209 -2.5380
H: -4.6232 -2.1422 -1.7596
H: -3.7581 -0.7564 -2.4535
H: -3.8635 -1.3818 0.5202
H: -4.9767 -0.2786 -0.3251
H: -3.1244 0.9581 0.5738
H: -2.8540 0.8837 -1.0478
C: -0.0016 -2.6352 4.0019
S: -0.3696 -1.2265 2.8016
C: -2.1519 -1.1756 3.2896
O: -0.3899 -1.9419 1.5227
H: -0.2026 -2.3183 5.0170
H: 1.0437 -2.9053 3.9015
H: -0.6253 -3.4804 3.7323
H: -2.2356 -1.0574 4.3642
H: -2.6574 -2.0660 2.9350
H: -2.5311 -0.2902 2.7888
C: 2.6354 -2.9510 -1.7347
P: 1.5005 -2.5753 -0.3081
C: 2.7741 -2.5374 1.0291
C: 0.9295 -4.3238 -0.0102
H: 3.4106 -3.6786 -1.4901
H: 3.0863 -2.0134 -2.0513
H: 2.0348 -3.3127 -2.5681
H: 3.3288 -3.4761 1.0965
H: 2.2648 -2.3267 1.9648
H: 3.4541 -1.7114 0.8383
H: 1.7654 -5.0217 0.0481
H: 0.2672 -4.6309 -0.8159
H: 0.3683 -4.3455 0.9185

# 5
C5H33N2O9S | wB97M-V/def2-TZVPD

net charge	+1
frontier orbital gap	9.406	eV
LUMO	-2.152	eV
ΔE to the lowest compared entry with this formula, charge and spin	26.1	kcal per mole

Positions of all 50 atoms, in Å:
N: 0.5092 -0.0925 0.7234
C: -0.4758 -0.1579 -0.4359
C: 0.0209 -1.3122 -1.3073
C: -1.0919 -1.9894 -2.0789
S: -1.9141 -3.1958 -0.9559
C: -0.3416 1.1368 -1.1806
N: -0.8607 2.2611 -0.3941
C: -0.5933 3.5773 -1.0185
H: 1.4485 0.0595 0.3539
H: 0.2963 0.7140 1.3005
H: 0.4771 -0.9910 1.3173
H: -1.4360 -0.2090 0.0761
H: 0.4909 -2.0628 -0.6698
H: 0.7666 -0.8474 -1.9508
H: -1.8533 -1.2618 -2.3749
H: -0.8813 -2.5315 -2.9957
H: -3.1317 -3.1837 -1.5143
H: 0.6052 1.3789 -1.6582
H: -0.9755 1.0843 -2.0883
H: -1.2919 2.3873 1.7997
H: -1.4771 4.2032 -1.0987
H: -0.2584 3.4469 -2.0542
H: 0.2723 3.9626 -0.4845
H: 3.1037 -0.6112 -3.8746
H: 2.7709 0.3469 -2.6512
O: 2.6411 -0.5228 -3.0399
H: -3.8553 1.8464 -3.4327
H: -2.6753 1.8972 -4.3142
O: -3.0241 1.3756 -3.5784
H: 4.8711 0.3674 -0.0923
H: 3.9370 -0.6460 -0.8461
O: 3.9649 0.1461 -0.3185
H: 1.8214 2.5483 3.2997
H: 0.3539 2.3427 3.2682
O: 1.1462 2.1397 2.7469
H: 0.4526 -1.6474 3.4654
H: 0.7597 -2.8575 2.4152
O: 0.7246 -1.8860 2.5743
H: -2.2643 3.4088 2.4206
H: -1.8311 2.1380 -0.1480
O: -1.6754 2.6775 2.6319
H: 0.6900 -4.7611 0.9786
H: -0.0544 -4.8800 2.3123
O: 0.6640 -4.4100 1.8754
H: 3.0755 3.2006 -1.0208
H: 3.0137 1.8553 -0.3431
O: 2.4417 2.5135 -0.7802
H: -1.8613 0.6014 3.7800
H: -1.1658 0.2881 5.1052
O: -1.2732 -0.0247 4.2026

# 6
C4H9N2O2 | wB97M-V/def2-TZVPD

net charge	-1
frontier orbital gap	8.389	eV
LUMO	4.076	eV
ΔE to the lowest compared entry with this formula, charge and spin	29.0	kcal per mole

Positions of all 17 atoms, in Å:
C: 1.6419 -0.9716 -0.0711
C: 1.3348 -2.1500 0.4658
N: 1.4400 -2.2422 1.9034
N: 1.3163 -0.4989 -1.3662
H: 2.1695 -0.2176 0.5191
H: 0.7963 -2.9669 -0.0044
H: 1.8170 -3.1201 2.2309
H: 0.5472 -2.0740 2.3349
H: 2.1595 -0.1508 -1.8091
H: 0.6272 0.2982 -1.3018
O: -0.5352 1.6318 -1.5013
C: -1.3248 1.4290 -0.5344
O: -1.3060 0.4637 0.2585
C: -2.4519 2.4405 -0.3278
H: -3.4193 2.0392 -0.6389
H: -2.5212 2.7213 0.7265
H: -2.2914 3.3685 -0.8841

Short version: energy = -459.26026 -248.16788 -360.46234 -3810.88976 -1394.95079 -417.83644 Eh, in the order given.